Record 1
Entry from OMol25: a gas-phase ion, C5H11N (charge +1) in a non-equilibrium geometry (ωB97M-V/def2-TZVPD).

Structure (XYZ):
```
17
Properties=species:S:1:pos:R:3:forces:R:3
H -1.317 -0.595 1.196 -0.9 -0.4 -0.4
H 2.557 -0.692 -0.320 0.0 -0.2 0.0
H 0.191 -2.093 0.585 -0.6 0.5 0.3
H 1.896 -1.495 -1.671 -0.3 -0.2 0.0
H 2.384 -2.430 -0.211 -0.4 -0.1 -0.1
C -1.580 1.363 1.176 -2.5 0.6 0.3
C 0.571 -1.245 0.022 0.8 -2.0 -0.9
H 1.190 0.756 -1.668 0.2 0.0 -0.3
H -0.336 1.660 -1.465 -0.1 0.1 0.0
H -0.967 1.410 2.067 0.4 0.2 0.0
C -0.129 -0.087 -0.215 -1.6 1.8 0.3
H 0.909 1.666 -0.188 0.1 0.4 -0.2
N -1.312 0.108 0.460 2.8 -0.3 0.7
H -1.672 2.323 0.665 0.9 -0.4 -0.6
C 0.434 1.075 -0.974 -0.2 -0.7 0.6
H -2.621 1.284 1.533 0.4 -0.3 0.1
C 1.889 -1.535 -0.578 0.8 1.1 0.3
```
Positions in Å, forces in eV/Å.

**Orbital gap (alpha / beta)**: 10.9 / 9.1 eV
**LUMO energy (alpha / beta)**: -0.12756 / -0.25946 hartree
**Multiplicity**: 2
**Charge**: +1
**E_HOMO (alpha / beta)**: -14.413 / -16.127 eV
**ΔE to the lowest compared entry with this formula, charge and spin**: 101.0 kJ/mol
**<S²>**: 0.762
**Calculated total energy**: -251.5486 a.u.


Record 2
Entry from OMol25: 5 unconnected molecules or ions with the total composition C28H48N5O4PS2 in a non-equilibrium geometry (ωB97M-V/def2-TZVPD).

Structure (XYZ):
```
88
Properties=species:S:1:pos:R:3:forces:R:3
H -7.029 6.375 4.906 0.0 0.0 0.0
C -0.231 -5.621 2.045 0.2 0.0 0.1
S 2.296 2.248 -0.666 -0.3 -0.5 0.1
H -0.901 -5.573 1.189 0.0 0.0 0.0
H -3.855 8.127 5.726 0.1 0.0 0.0
N -2.977 -1.750 -4.351 -0.1 0.0 -0.1
H -2.219 -1.192 -0.803 -0.2 0.2 0.0
C -3.708 -1.078 -5.405 0.2 0.0 0.1
H -3.712 0.000 -5.232 -0.1 0.0 -0.1
H 6.006 2.171 -0.645 0.0 0.3 -0.2
C 5.004 1.750 -0.509 0.1 -0.5 0.2
H 5.313 1.596 3.139 0.1 0.0 0.0
H -0.563 3.878 -0.264 0.1 0.0 -0.1
H 7.256 2.141 3.057 0.0 0.0 0.0
C 1.472 -5.523 0.295 -0.1 0.1 -0.2
H -3.134 3.091 3.907 0.0 0.0 0.1
H 1.796 -2.272 0.108 0.0 -0.2 -0.1
H 3.749 -6.226 -5.880 0.0 -0.1 -0.1
C 2.217 -5.648 2.579 0.0 0.0 -0.2
H 2.133 -0.086 1.103 0.2 -0.1 0.1
H -3.898 4.781 2.290 0.0 0.2 -0.1
C 4.985 1.007 0.832 -0.2 0.2 -0.4
O 2.611 -5.496 -0.138 0.1 0.0 0.2
H 2.162 -6.212 -2.511 0.1 0.0 0.1
O -2.998 -3.245 -2.640 0.0 0.0 0.1
P 6.285 1.631 2.091 0.0 0.0 0.3
H -0.961 -2.316 -4.262 0.1 0.0 0.1
C -3.554 -2.670 -3.554 -0.1 0.1 0.1
O -5.386 5.863 5.985 0.1 0.0 0.0
H 2.154 -6.627 -6.543 0.0 0.0 0.0
C -1.039 0.329 0.152 -0.3 0.0 -0.1
H 3.738 -6.343 -3.315 0.0 0.0 0.0
C -0.266 -1.901 -0.455 0.2 0.6 0.4
H -0.429 -6.542 2.598 -0.1 0.0 0.0
H -1.262 -0.658 -4.844 -0.1 0.0 0.0
C -2.580 3.260 2.999 0.2 0.1 -0.7
N 0.457 1.924 1.332 -0.1 0.0 -1.9
S 2.079 3.953 1.750 -0.1 -0.1 0.1
H 7.097 0.478 1.915 0.0 0.1 0.0
H -3.695 8.667 4.038 0.0 0.0 0.0
C -1.253 -0.926 -0.400 0.0 -0.6 -0.2
H -0.481 -2.866 -0.882 0.1 -0.1 -0.2
C -6.144 8.298 3.466 0.2 0.0 0.1
H 2.845 -6.522 2.402 0.0 0.0 0.0
H 5.131 -0.063 0.679 0.0 -0.1 0.1
O 0.383 -4.623 -3.908 0.0 0.0 0.0
H -0.430 -4.767 2.695 -0.1 0.0 0.0
H 3.999 1.147 1.275 -0.1 -0.1 0.2
C 1.555 2.662 0.879 0.5 0.6 0.8
C 0.972 -1.575 0.095 -0.1 0.0 0.0
H 0.542 -5.414 -5.773 0.0 0.0 0.0
N 1.148 -5.596 1.597 -0.1 0.0 0.1
H -1.870 1.016 0.145 0.0 0.2 0.1
C 1.178 -0.334 0.668 0.2 0.4 0.3
H 6.580 2.767 1.270 -0.1 0.0 -0.1
H 2.842 -4.759 2.499 0.0 0.0 0.0
H -4.616 -2.847 -3.800 0.0 0.0 0.0
H -3.242 -1.278 -6.372 -0.1 0.0 0.0
C 2.771 -6.653 -5.647 0.0 0.1 0.2
H -1.106 1.785 3.426 0.2 -0.1 0.0
C -5.966 6.535 5.156 -0.1 -0.1 0.0
H 4.863 1.068 -1.345 -0.1 -0.1 -0.1
H -4.736 -1.433 -5.431 0.0 0.0 0.0
H 2.986 -4.754 -3.051 0.0 0.0 0.1
H 2.904 -7.693 -5.341 0.0 0.0 -0.1
N 2.138 -5.898 -4.586 0.1 -0.1 -0.1
H 0.592 -5.484 -0.371 0.0 0.0 0.0
H -7.170 7.939 3.413 0.0 0.0 0.0
C -3.000 4.218 2.081 0.0 -0.2 0.2
C -2.274 4.432 0.918 0.0 0.1 -0.1
H 1.791 -5.703 3.578 0.0 0.0 0.0
H -6.155 9.355 3.741 -0.1 0.0 -0.1
N -5.402 7.534 4.448 -0.1 0.1 -0.1
C 0.193 0.653 0.698 -0.2 -0.5 0.0
C 2.797 -5.799 -3.290 -0.2 0.1 -0.1
C 3.978 2.873 -0.561 0.7 0.3 -0.1
H -1.442 -1.057 -3.120 0.1 0.0 0.0
C -4.002 7.847 4.683 -0.1 -0.2 0.1
H -3.389 6.969 4.476 0.1 0.1 0.0
H -2.586 5.190 0.216 -0.1 0.1 -0.1
H 4.157 3.500 -1.430 -0.2 0.1 -0.2
H 4.106 3.518 0.305 -0.4 0.1 0.1
H -5.683 8.195 2.481 -0.1 0.0 0.0
C -1.574 -1.422 -4.137 -0.1 -0.2 0.1
C 0.956 -5.278 -4.758 0.0 0.1 -0.1
C -1.133 3.696 0.633 -0.1 -0.2 0.4
C -1.440 2.523 2.713 -0.2 0.0 0.3
C -0.726 2.734 1.544 0.1 -0.1 0.8
```
Positions in Å, forces in eV/Å.

**Orbital gap**: 8.3 eV
**LUMO energy**: 0.00718 hartree
**Multiplicity**: 1
**Charge**: 0
**E_HOMO**: -8.102 eV
**Structure (SMILES)**: [PH4]CCCSC(=S)N(c1ccccc1)c1ccccc1.CN(C)C=O.CN(C)C=O.CN(C)C=O.CN(C)C=O
**Calculated total energy**: -2808.0662 a.u.